Entry 1:
{"formula": "C39H100O31S10", "method": "ωB97M-V/def2-TZVPD", "elements": ["O", "S", "O", "O", "C", "C", "C", "H", "H", "H", "H", "H", "H", "H", "H", "O", "S", "O", "O", "C", "C", "C", "H", "H", "H", "H", "H", "H", "H", "H", "O", "S", "O", "O", "C", "C", "C", "H", "H", "H", "H", "H", "H", "H", "H", "O", "S", "O", "O", "C", "C", "C", "H", "H", "H", "H", "H", "H", "H", "H", "O", "S", "O", "O", "C", "C", "C", "H", "H", "H", "H", "H", "H", "H", "H", "O", "S", "O", "O", "C", "C", "C", "H", "H", "H", "H", "H", "H", "H", "H", "C", "O", "H", "H", "H", "H", "C", "O", "H", "H", "H", "H", "C", "O", "H", "H", "H", "H", "C", "O", "H", "H", "H", "H", "C", "O", "H", "H", "H", "H", "C", "C", "C", "S", "O", "O", "C", "H", "H", "H", "H", "H", "H", "H", "H", "C", "C", "C", "S", "O", "O", "C", "H", "H", "H", "H", "H", "H", "H", "H", "C", "C", "C", "S", "O", "O", "C", "H", "H", "H", "H", "H", "H", "H", "H", "C", "C", "C", "S", "O", "O", "C", "H", "H", "H", "H", "H", "H", "H", "H"], "positions_angstrom": [[-1.7111, -3.1107, 4.1113], [-2.6496, -2.1584, 4.7343], [-3.8016, -2.5830, 5.4399], [-1.8694, -1.3665, 5.7889], [-0.4606, -0.8529, 5.5027], [0.2037, -0.5326, 6.8311], [-3.1669, -0.9860, 3.5144], [-0.4318, -0.0401, 4.7784], [-0.0099, -1.7081, 5.0506], [0.1718, -1.4458, 7.4367], [-0.2299, 0.2964, 7.3824], [1.2524, -0.4026, 6.5621], [-3.9470, -0.3954, 3.9712], [-3.6287, -1.5217, 2.7061], [-2.3207, -0.4824, 3.0996], [0.6281, 7.5302, -2.4287], [-0.5537, 7.4515, -1.6295], [-1.0145, 8.7100, -1.0649], [-1.7340, 6.8524, -2.5229], [-3.1105, 6.9831, -2.0398], [-4.0422, 6.3502, -3.0601], [-0.3702, 6.2400, -0.3793], [-3.2402, 8.0504, -1.8618], [-3.2425, 6.4127, -1.1556], [-5.1178, 6.4791, -2.8073], [-3.7477, 5.3093, -3.2667], [-3.8832, 6.9239, -4.0191], [-0.2429, 5.2803, -0.8878], [-1.2967, 6.1958, 0.2043], [0.5065, 6.5722, 0.1796], [-5.4942, -5.5197, 1.4774], [-4.3223, -6.2283, 1.9197], [-4.2805, -7.6327, 1.7010], [-3.1328, -5.4450, 1.2471], [-1.7413, -5.8958, 1.1162], [-1.2647, -5.5851, -0.2426], [-4.0232, -5.8643, 3.5617], [-1.6954, -6.8985, 1.5230], [-1.2459, -5.2586, 1.8177], [-1.9981, -5.7496, -1.0184], [-0.4195, -6.2594, -0.3419], [-0.8370, -4.5819, -0.2200], [-4.7621, -6.4513, 4.0403], [-4.1859, -4.7943, 3.6973], [-2.9864, -6.1336, 3.7896], [-0.6939, -0.1861, 1.5564], [-0.2417, -1.1461, 0.5938], [-1.2757, -1.7746, -0.1915], [0.7764, -0.4512, -0.3217], [1.4184, 0.8447, -0.0424], [0.9235, 1.7791, -1.1706], [0.6002, -2.4280, 1.4030], [2.4765, 0.6843, 0.0435], [1.1333, 1.2117, 0.9019], [-0.1381, 1.6469, -1.1314], [1.3014, 1.5379, -2.1497], [1.1384, 2.8211, -0.8306], [1.3597, -2.1204, 2.1253], [1.0125, -3.1085, 0.6731], [-0.2669, -2.8786, 1.8668], [3.0382, -0.6524, 2.6222], [3.4472, -1.5184, 3.7194], [2.4281, -2.0451, 4.5820], [4.2290, -2.7009, 3.1525], [5.1693, -2.5841, 2.0344], [5.8243, -3.9689, 1.7882], [4.5604, -0.6112, 4.5944], [5.7887, -1.6364, 2.1909], [4.5523, -2.2873, 1.1668], [6.5973, -4.1415, 2.5142], [6.2982, -3.9218, 0.7795], [5.1588, -4.8324, 1.8096], [5.1827, 0.0102, 3.9452], [5.1360, -1.1527, 5.3466], [3.8680, 0.0901, 5.0658], [3.1116, 4.6914, -4.2014], [2.3435, 3.4969, -4.5913], [2.7220, 2.2343, -3.9788], [0.7791, 3.5696, -4.2831], [0.2474, 4.9396, -4.0224], [0.1332, 5.7405, -5.3472], [2.1747, 3.2309, -6.3151], [0.8388, 5.4296, -3.2689], [-0.7209, 4.7835, -3.5629], [-0.3777, 5.1523, -6.1016], [1.1110, 6.1037, -5.6650], [-0.4373, 6.5879, -5.0159], [1.5088, 3.9847, -6.8224], [1.6022, 2.2766, -6.3115], [3.1627, 3.1693, -6.6869], [3.0033, 5.5620, -0.6609], [2.5307, 4.8746, 0.4702], [3.9410, 5.1915, -1.0061], [2.3770, 5.4235, -1.5275], [3.1159, 6.6896, -0.5167], [3.2866, 4.6349, 1.0336], [5.5669, 3.5297, 3.1752], [4.3213, 4.0052, 2.6796], [5.8305, 2.5645, 2.7223], [6.3778, 4.1631, 2.8171], [5.6431, 3.4498, 4.2793], [3.6571, 3.3288, 2.8521], [4.1119, -7.3159, -0.0326], [3.6253, -6.1469, 0.5484], [5.1384, -7.1974, -0.3522], [4.1242, -8.0881, 0.7278], [3.5631, -7.6855, -0.8999], [3.5916, -5.4477, -0.1137], [1.8128, -5.2054, 3.0862], [1.2626, -5.6994, 1.8722], [2.5308, -4.4020, 2.8403], [0.9527, -4.8497, 3.6637], [2.3393, -5.9073, 3.7350], [1.9520, -6.1388, 1.4021], [-1.9930, 1.9629, -4.0570], [-2.3300, 3.1358, -3.2393], [-1.7212, 2.4922, -4.9601], [-1.2501, 1.2625, -3.6617], [-2.9306, 1.3689, -4.2079], [-2.1983, 3.0282, -2.2499], [3.0634, -1.7761, -3.9110], [1.8483, -2.5976, -3.9449], [1.7904, -3.3116, -2.6229], [3.4835, -3.7547, -2.1120], [3.7771, -5.1367, -2.3424], [3.7499, -3.1641, -0.7982], [4.2206, -2.6937, -3.4233], [2.8662, -0.9279, -3.2395], [3.3332, -1.2933, -4.8487], [1.9987, -3.3675, -4.6862], [0.9413, -2.1080, -4.2673], [1.3033, -4.3032, -2.6708], [1.3205, -2.8323, -1.8002], [4.5048, -3.4251, -4.1631], [5.0530, -2.1926, -2.9070], [-3.9138, 0.5475, -1.3648], [-5.0714, 1.4630, -1.7939], [-4.7955, 2.8406, -1.0828], [-3.5501, 2.5306, 0.2035], [-4.0507, 2.9898, 1.4834], [-2.2612, 3.0679, -0.2628], [-3.5350, 0.7994, 0.0471], [-3.0018, 0.7473, -1.9624], [-4.1553, -0.5047, -1.5567], [-5.9433, 0.9872, -1.3093], [-5.2051, 1.5104, -2.8660], [-5.7179, 3.2162, -0.6278], [-4.4334, 3.7010, -1.7020], [-4.2882, 0.4655, 0.7427], [-2.5572, 0.5046, 0.3708], [-0.8074, 4.9046, 3.4088], [-1.4842, 3.9984, 4.4311], [-0.3141, 3.2907, 5.1763], [0.8089, 2.8235, 3.8519], [0.5199, 1.4398, 3.6545], [2.1801, 3.2470, 4.1152], [0.0542, 3.9479, 2.5539], [-0.0937, 5.6662, 3.8711], [-1.5817, 5.3898, 2.8277], [-2.0830, 3.2678, 3.8703], [-2.1320, 4.5550, 5.0759], [-0.6002, 2.3722, 5.7085], [0.0668, 3.9733, 5.9310], [-0.5314, 3.3245, 1.8751], [0.6734, 4.4881, 1.8796], [-4.0988, -4.4648, -2.9020], [-4.5178, -4.0450, -4.2960], [-3.2476, -3.8497, -5.0621], [-2.0944, -3.1920, -3.8753], [-1.9478, -1.7530, -4.1321], [-0.8646, -3.9744, -3.8052], [-3.1082, -3.4399, -2.3988], [-3.6134, -5.4546, -3.0337], [-4.9881, -4.5222, -2.2539], [-5.1452, -3.1298, -4.3170], [-5.0809, -4.8289, -4.7680], [-3.3301, -3.2254, -5.9571], [-2.9158, -4.8710, -5.4287], [-3.7160, -2.5254, -2.2395], [-2.5659, -3.6019, -1.4637]], "e_homo_ha": -0.35897, "lumo_ev": 0.2}

***

Entry 2:
{"formula": "C39H34AsBF4N10O2Y", "method": "ωB97M-V/def2-TZVPD", "elements": ["Y", "C", "C", "C", "C", "C", "N", "C", "N", "C", "C", "C", "C", "C", "C", "C", "C", "N", "C", "N", "C", "N", "C", "N", "C", "N", "C", "C", "C", "C", "C", "C", "C", "C", "C", "C", "C", "C", "N", "C", "C", "H", "H", "H", "H", "H", "H", "H", "H", "H", "H", "H", "H", "H", "H", "H", "H", "N", "N", "C", "O", "O", "H", "H", "H", "C", "C", "As", "C", "C", "C", "C", "H", "H", "H", "H", "H", "H", "H", "H", "H", "H", "H", "H", "H", "H", "H", "F", "B", "F", "F", "F"], "positions_angstrom": [[-21.3974, -1.5175, 3.6789], [-14.9298, -4.0753, 2.8390], [-14.5230, -2.7304, 3.0888], [-15.4590, -1.7846, 3.4379], [-16.7617, -2.2208, 3.5697], [-18.0186, -1.4930, 3.9241], [-19.0871, -2.3111, 3.9734], [-18.6359, -3.5618, 3.8029], [-19.3882, -4.6844, 3.8742], [-20.6278, -4.7111, 4.3377], [-21.2618, -5.9862, 4.6261], [-20.8053, -7.3267, 4.6701], [-21.7635, -8.3063, 5.0532], [-23.0517, -7.9274, 5.5373], [-23.4185, -6.5858, 5.6439], [-22.4862, -5.6575, 5.2440], [-22.4868, -4.1827, 5.3695], [-23.4500, -3.5188, 5.8451], [-23.3815, -2.2115, 6.1526], [-22.3527, -1.2833, 5.7988], [-22.6498, -0.1449, 6.3973], [-22.0072, 1.0563, 6.3810], [-20.7957, 1.0931, 5.7438], [-20.2248, 0.0882, 4.9470], [-18.9512, 0.5188, 4.7674], [-17.9208, -0.2001, 4.2573], [-18.6695, 1.7914, 5.3703], [-17.4855, 2.5417, 5.4075], [-17.6368, 3.8489, 5.8886], [-18.8718, 4.3218, 6.3280], [-19.9340, 3.4647, 6.4907], [-19.8828, 2.1653, 5.9158], [-23.9448, -0.2415, 7.1941], [-24.6658, 0.6669, 7.9625], [-25.8747, 0.3064, 8.5655], [-26.2972, -1.0088, 8.3692], [-25.6331, -1.9251, 7.5492], [-24.4586, -1.5015, 6.9508], [-21.3736, -3.6930, 4.7148], [-17.1276, -3.5773, 3.4942], [-16.2394, -4.5229, 3.0222], [-14.1763, -4.7919, 2.3860], [-13.5248, -2.3211, 2.9966], [-15.2966, -0.7411, 3.5021], [-19.8144, -7.5830, 4.3646], [-21.4239, -9.2876, 5.0132], [-23.7785, -8.7069, 5.7938], [-24.4024, -6.4662, 6.0668], [-16.5929, 2.0641, 4.9246], [-16.6980, 4.4114, 6.0451], [-18.9640, 5.3446, 6.7390], [-20.8565, 3.8645, 6.9961], [-24.4351, 1.7290, 8.0891], [-26.4424, 0.9388, 9.2143], [-27.2990, -1.2843, 8.6372], [-26.0590, -2.8602, 7.2378], [-16.4473, -5.5632, 2.9371], [-23.1077, 0.4974, 3.4955], [-24.4438, -0.0705, 3.5680], [-24.5425, -1.3349, 2.9303], [-25.6561, -1.6060, 2.5548], [-23.4440, -2.0358, 2.8624], [-22.9656, 1.0127, 4.3920], [-22.9812, 1.0274, 2.6489], [-25.0523, 0.5628, 3.1127], [-19.4439, 3.6726, 2.4523], [-20.4501, 2.8599, 1.7102], [-20.2646, 0.8492, 1.4813], [-21.4933, 0.7264, -0.1552], [-22.9909, 1.0557, 0.2078], [-18.5362, 0.5825, 0.5693], [-18.0452, 1.8178, -0.1634], [-19.7400, 4.7267, 2.5737], [-18.4948, 3.8423, 1.9491], [-19.2959, 3.4133, 3.4906], [-20.5097, 3.2530, 0.6947], [-21.4525, 2.9798, 2.1325], [-21.2809, -0.2143, -0.6219], [-21.1647, 1.4240, -0.9346], [-23.6187, 0.9986, -0.7408], [-23.0166, 1.9419, 0.7794], [-23.3814, 0.1997, 0.8220], [-18.6510, -0.2913, -0.0842], [-17.7666, 0.3011, 1.2593], [-18.8143, 2.3278, -0.7670], [-17.2374, 1.5157, -0.8106], [-17.6498, 2.5323, 0.5068], [-19.0138, -3.1459, 0.9057], [-20.3340, -3.0967, 0.4804], [-20.9353, -2.3257, 1.5772], [-20.9783, -4.2998, 0.4358], [-20.5014, -2.3517, -0.6570]], "relative_energy_kj_mol": 152.1, "e_homo_ha": [-0.15348, -0.15377], "lumo_ev": [0.9, 0.9], "charge": -1}

***

Entry 3:
{"formula": "H5N4PS", "method": "ωB97M-V/def2-TZVPD", "elements": ["H", "N", "N", "P", "S", "N", "N", "H", "H", "H", "H"], "positions_angstrom": [[3.2865, 2.5017, -0.7879], [3.6159, 1.8220, -0.1971], [3.0770, 0.7344, -0.3051], [2.3803, -0.3068, 0.6414], [2.4945, -2.1299, 0.0598], [-0.6565, -0.2270, -0.4252], [-2.0892, 0.1326, -0.0388], [-0.6596, -1.2616, -0.3586], [-0.3826, -0.0129, -1.4299], [-2.0759, 1.0892, 0.2192], [-2.0487, -0.3216, 0.9741]], "smiles": "[H]/N=N/P=S.NN", "relative_energy_kj_mol": 355.6, "e_homo_ha": -0.31896, "lumo_ev": -1.3}